1.
{
  "formula": "C4H4I2N2",
  "method": "ωB97M-V/def2-TZVPD",
  "homo_energy_ev": -8.5,
  "multiplicity": 1,
  "homo_lumo_gap_ev": 8.05,
  "lumo_energy_ev": -0.442,
  "de_lowest_kcal_mol": 36.4,
  "species": ["C", "C", "C", "C", "N", "N", "I", "I", "H", "H", "H", "H"],
  "positions_angstrom": [[0.84, 0.70, -1.31], [0.35, -0.48, 0.76], [-0.24, 1.08, -1.97], [-0.70, 0.26, 1.38], [0.95, -0.22, -0.33], [-0.61, 1.41, 1.82], [0.00, 2.38, -3.60], [-2.10, 2.42, 2.72], [1.90, 1.06, -1.53], [0.63, -1.57, 1.05], [-1.73, -0.23, 1.41], [-1.28, 0.74, -1.85]],
  "mulliken_charge": [-0.009, -0.055, -0.531, 0.013, -0.373, -0.540, 0.033, 0.154, 0.250, 0.321, 0.361, 0.375]
}

2.
{
  "formula": "C4H4I2NO3",
  "method": "ωB97M-V/def2-TZVPD",
  "homo_energy_ev": [-3.5, -4.3],
  "s2": 2.01,
  "total_charge": -1,
  "multiplicity": 3,
  "homo_lumo_gap_ev": [6.02, 6.56],
  "lumo_energy_ev": [2.521, 2.234],
  "species": ["C", "C", "C", "C", "N", "O", "O", "O", "I", "I", "H", "H", "H", "H"],
  "positions_angstrom": [[-1.41, -0.32, -1.36], [-0.35, 1.41, 0.37], [-0.15, -0.04, -0.19], [0.65, -1.84, 1.13], [0.77, 1.79, 1.09], [-2.27, 0.51, -1.32], [-1.14, -1.32, -1.97], [-0.28, -1.02, 0.70], [2.51, -2.07, 0.16], [2.41, 2.34, 0.02], [-0.64, 2.03, -0.49], [-1.19, 1.38, 1.07], [0.80, -0.08, -0.75], [0.27, -2.76, 1.54]],
  "lowdin_spin": [0.029, 0.087, 0.097, 0.589, 0.684, 0.019, 0.032, 0.223, 0.118, 0.061, 0.015, 0.004, -0.001, 0.043]
}

3.
{
  "formula": "C4H4InO5",
  "method": "ωB97M-V/def2-TZVPD",
  "homo_energy_ev": [-13.9, -13.9],
  "total_charge": 1,
  "multiplicity": 1,
  "homo_lumo_gap_ev": [5.03, 5.02],
  "lumo_energy_ev": [-8.876, -8.877],
  "de_lowest_kcal_mol": 92.3,
  "species": ["O", "C", "O", "In", "O", "C", "C", "O", "O", "C", "H", "H", "H", "H"],
  "positions_angstrom": [[-0.75, 1.89, 0.80], [1.34, 1.99, 1.57], [1.79, 0.96, 1.22], [0.01, 3.57, 0.75], [0.61, 1.92, -2.26], [1.10, 3.20, -2.17], [-0.66, 1.57, -1.74], [2.13, 3.41, -2.80], [0.55, 4.00, -1.35], [-0.70, 0.81, -0.41], [-1.13, 0.96, -2.52], [-1.30, 2.46, -1.68], [-0.32, -0.06, 0.16], [-1.53, 0.12, -0.68]],
  "mulliken_charge": [-0.466, 0.236, -0.104, 1.407, -0.321, 0.793, -0.846, -0.493, -0.625, -0.046, 0.466, 0.424, 0.315, 0.259]
}